# 1
Entry from OMol25: a cluster of 14 separate species, C38H54IN15O4PS in total (ωB97M-V/def2-TZVPD).

## Properties
frontier orbital gap: 6.999 eV
total charge: +1
E_LUMO: -0.1327 Eh
E_tot: -99033.061 eV

Positions of all 114 atoms, in Å:
1 O -4.473 3.722 -1.529
2 C -3.067 3.488 -1.319
3 C -2.574 2.082 -1.986
4 N -1.576 1.510 -1.002
5 C -2.168 0.615 -0.018
6 C -0.901 0.283 0.804
7 P -1.072 -0.866 2.281
8 O -2.755 -1.250 2.394
9 O -0.673 0.040 3.675
10 S -0.061 -2.507 2.111
11 N 0.237 0.972 0.235
12 C 1.640 0.923 0.766
13 O 2.652 0.901 -0.256
14 C 3.218 -0.416 -0.384
15 C 4.764 -0.548 -0.285
16 C 5.362 -1.972 -0.455
17 C 4.433 -3.183 -0.719
18 C 2.891 -3.008 -0.780
19 C 2.236 -1.596 -0.604
20 C -0.165 1.737 -0.913
21 I 0.924 2.983 -2.295
22 H -4.792 4.157 -0.695
23 H -2.381 4.335 -1.668
24 H -2.894 3.395 -0.177
25 H -2.052 2.289 -2.980
26 H -3.462 1.367 -2.107
27 H -3.254 0.309 0.106
28 H -3.183 -0.609 3.021
29 H -1.145 0.907 3.560
30 H 1.782 1.911 1.351
31 H 1.804 0.088 1.538
32 H 5.398 0.398 -0.119
33 H 6.495 -2.081 -0.395
34 H 4.839 -4.241 -0.882
35 H 2.171 -3.877 -0.945
36 H 1.100 -1.497 -0.667
37 C -6.326 -1.529 -0.004
38 C -6.341 -0.219 0.653
39 N -6.348 0.811 1.169
40 H -5.397 -2.069 0.196
41 H -7.148 -2.161 0.339
42 H -6.420 -1.438 -1.088
43 C 3.589 5.136 1.571
44 C 2.340 4.429 1.870
45 N 1.358 3.873 2.104
46 H 3.653 6.084 2.109
47 H 4.462 4.545 1.852
48 H 3.678 5.361 0.506
49 C 8.360 -4.488 1.615
50 C 8.404 -3.522 0.515
51 N 8.437 -2.763 -0.351
52 H 7.521 -5.180 1.511
53 H 9.272 -5.089 1.659
54 H 8.254 -3.992 2.582
55 C -5.108 -5.208 1.016
56 C -5.646 -4.744 -0.266
57 N -6.068 -4.379 -1.273
58 H -4.182 -4.689 1.275
59 H -5.814 -5.039 1.832
60 H -4.886 -6.277 0.994
61 C 5.512 -5.626 4.800
62 C 5.886 -6.115 3.470
63 N 6.180 -6.499 2.426
64 H 4.688 -4.911 4.747
65 H 5.192 -6.442 5.452
66 H 6.347 -5.124 5.293
67 C 12.534 -2.273 0.479
68 C 11.628 -2.674 1.557
69 N 10.915 -2.989 2.405
70 H 13.167 -1.435 0.777
71 H 13.196 -3.093 0.187
72 H 11.985 -1.965 -0.413
73 C -7.387 6.847 -0.040
74 C -6.093 6.261 0.317
75 N -5.075 5.800 0.598
76 H -8.180 6.509 0.635
77 H -7.361 7.938 0.009
78 H -7.685 6.575 -1.055
79 C -7.808 -2.764 -4.200
80 C -7.825 -1.453 -3.545
81 N -7.837 -0.423 -3.030
82 H -6.879 -3.302 -3.999
83 H -8.630 -3.395 -3.855
84 H -7.902 -2.671 -5.285
85 C 6.114 4.046 4.984
86 C 6.161 4.997 3.870
87 N 6.199 5.745 2.995
88 H 5.276 3.352 4.884
89 H 7.026 3.448 5.040
90 H 6.001 4.556 5.943
91 C -6.140 1.091 -6.598
92 C -7.166 0.204 -7.154
93 N -7.972 -0.494 -7.589
94 H -5.499 1.503 -7.380
95 H -6.586 1.934 -6.064
96 H -5.495 0.564 -5.891
97 C -9.466 1.740 -9.964
98 C -9.418 2.692 -11.077
99 N -9.379 3.440 -11.951
100 H -10.306 1.048 -10.062
101 H -8.556 1.139 -9.909
102 H -9.577 2.249 -9.004
103 C 12.716 -5.588 4.320
104 C 13.416 -5.421 3.044
105 N 13.967 -5.291 2.041
106 H 11.669 -5.286 4.245
107 H 12.732 -6.628 4.654
108 H 13.172 -4.985 5.109
109 C -7.389 5.751 4.114
110 C -8.443 5.978 3.122
111 N -9.271 6.156 2.341
112 H -6.531 6.407 3.945
113 H -7.747 5.938 5.129
114 H -7.023 4.722 4.082

Atom charges from the Löwdin analysis, given in e for atoms 1 to 6: atom 1 (O): -0.11, atom 2 (C): -0.22, atom 3 (C): -0.10, atom 4 (N): -0.13, atom 5 (C): 0.07, atom 6 (C): -0.21

# 2
Entry from OMol25: a structure of composition C38H55BBrFeN7O2SSi3 (ωB97M-V/def2-TZVPD).

## Properties
2S+1: 6
frontier orbital gap (alpha / beta): 4.374 / 6.034 eV
relative energy (zero: lowest compared OMol25 entry of this formula, charge and spin): 1.375 eV
total charge: -1
<S²>: 8.789
E_LUMO (alpha / beta): 0.0831 / 0.0826 Eh
E_tot: -194403.582 eV

Positions of all 109 atoms, in Å:
1 Fe 0.342 0.516 -0.279
2 C 3.147 -1.692 2.519
3 Si 3.629 -0.510 1.118
4 C 5.118 -1.270 0.194
5 C 4.340 1.023 1.982
6 N 2.334 -0.096 0.089
7 C 2.541 0.981 -0.767
8 C 3.336 0.876 -1.917
9 C 3.611 1.970 -2.717
10 C 3.127 3.224 -2.351
11 C 2.339 3.367 -1.224
12 C 1.958 2.259 -0.431
13 N 1.101 2.289 0.621
14 Si 0.665 3.606 1.604
15 C -0.330 2.994 3.091
16 C 2.234 4.474 2.247
17 C -0.393 5.022 0.877
18 H 3.926 -1.686 3.287
19 H 3.024 -2.726 2.185
20 H 2.213 -1.375 2.979
21 H 5.678 -1.947 0.846
22 H 5.801 -0.486 -0.142
23 H 4.808 -1.835 -0.684
24 H 5.250 0.792 2.543
25 H 3.601 1.436 2.671
26 H 4.577 1.799 1.250
27 H 3.738 -0.105 -2.151
28 H 4.217 1.860 -3.611
29 H 3.363 4.095 -2.954
30 H 1.966 4.346 -0.947
31 H -0.279 3.713 3.914
32 H 0.044 2.035 3.448
33 H -1.380 2.864 2.822
34 H 2.842 3.782 2.834
35 H 1.991 5.333 2.877
36 H 2.850 4.826 1.415
37 H -1.394 4.666 0.619
38 H 0.044 5.455 -0.025
39 H -0.510 5.825 1.611
40 C -4.622 -3.012 1.411
41 C -3.375 -2.525 2.039
42 N -2.971 -2.809 3.230
43 N -1.787 -2.128 3.354
44 C -1.445 -1.418 2.257
45 S -0.151 -0.392 2.091
46 N -2.486 -1.689 1.403
47 N -2.574 -1.187 0.128
48 H -5.213 -3.521 2.168
49 H -4.391 -3.714 0.608
50 H -5.192 -2.180 0.997
51 H -1.286 -2.131 4.222
52 H -2.738 -1.923 -0.549
53 H -3.249 -0.430 0.070
54 C -1.948 -6.105 -0.009
55 C -1.185 -5.570 1.021
56 C -0.433 -4.424 0.806
57 C -0.426 -3.756 -0.420
58 C -1.203 -4.320 -1.442
59 C -1.945 -5.477 -1.247
60 Si 0.775 -2.246 -0.658
61 C 2.049 -3.298 -1.631
62 C 3.181 -3.808 -0.998
63 C 4.071 -4.641 -1.660
64 C 3.844 -4.994 -2.983
65 C 2.705 -4.527 -3.624
66 C 1.823 -3.697 -2.950
67 H -2.526 -7.008 0.151
68 H -1.176 -6.049 1.992
69 H 0.174 -4.029 1.616
70 H -1.221 -3.845 -2.415
71 H -2.520 -5.894 -2.067
72 H 1.337 -2.297 0.687
73 H 3.362 -3.549 0.039
74 H 4.947 -5.018 -1.147
75 H 4.541 -5.637 -3.507
76 H 2.502 -4.816 -4.650
77 H 0.918 -3.371 -3.451
78 C -1.168 -1.722 -5.219
79 C -1.066 -0.764 -4.041
80 C -2.346 0.062 -3.934
81 O -0.953 -1.530 -2.829
82 B -0.005 -0.963 -1.996
83 O 0.533 0.162 -2.597
84 C 0.231 0.097 -4.024
85 C 0.118 1.467 -4.670
86 C 1.438 -0.597 -4.666
87 H -2.080 -2.312 -5.120
88 H -0.320 -2.404 -5.251
89 H -1.210 -1.161 -6.154
90 H -3.179 -0.611 -3.728
91 H -2.548 0.596 -4.863
92 H -2.277 0.777 -3.112
93 H -0.813 1.975 -4.450
94 H 0.212 1.354 -5.752
95 H 0.935 2.090 -4.305
96 H 1.650 -1.552 -4.190
97 H 2.301 0.050 -4.511
98 H 1.286 -0.739 -5.735
99 Br -0.942 3.219 -2.033
100 C -2.270 2.401 -0.938
101 C -3.555 2.845 -1.067
102 C -4.532 2.387 -0.153
103 C -4.042 1.628 0.935
104 C -2.731 1.248 0.978
105 N -1.796 1.506 -0.016
106 H -3.800 3.555 -1.845
107 H -5.568 2.685 -0.229
108 H -4.697 1.353 1.754
109 H -2.350 0.715 1.835

Atom charges from the Löwdin analysis, given in e for atoms 1 to 6: atom 1 (Fe): 0.55, atom 2 (C): -0.20, atom 3 (Si): 0.38, atom 4 (C): -0.18, atom 5 (C): -0.17, atom 6 (N): -0.18

# 3
Entry from OMol25: a structure of composition C38H55IrN3O8PS2 (ωB97M-V/def2-TZVPD).

## Properties
frontier orbital gap: 7.394 eV
relative energy (zero: lowest compared OMol25 entry of this formula, charge and spin): 1.472 eV
E_LUMO: -0.0133 Eh
E_tot: -94950.114 eV

Positions of all 108 atoms, in Å:
1 Ir -0.292 -0.125 0.198
2 C -6.899 1.987 1.807
3 C -5.521 1.445 2.060
4 C -5.274 0.078 2.053
5 C -3.997 -0.418 2.279
6 C -2.962 0.466 2.523
7 C -3.184 1.841 2.515
8 C -4.454 2.321 2.271
9 S -1.480 -0.125 3.277
10 O -1.358 0.628 4.500
11 O -1.579 -1.558 3.391
12 N -0.279 0.316 2.264
13 C 0.998 0.398 2.815
14 C 1.388 0.528 4.139
15 C 2.746 0.644 4.480
16 C 3.744 0.615 3.547
17 C 3.395 0.428 2.194
18 C 4.344 0.301 1.156
19 C 3.924 0.031 -0.111
20 C 2.551 -0.100 -0.377
21 N 1.646 0.062 0.567
22 C 2.034 0.314 1.857
23 H -7.649 1.198 1.834
24 H -6.951 2.466 0.825
25 H -7.166 2.741 2.549
26 H -6.092 -0.610 1.877
27 H -3.809 -1.482 2.333
28 H -2.366 2.511 2.753
29 H -4.635 3.391 2.278
30 H 0.653 0.563 4.924
31 H 2.996 0.760 5.526
32 H 4.786 0.706 3.822
33 H 5.398 0.395 1.390
34 H 4.616 -0.107 -0.930
35 H 2.187 -0.412 -1.349
36 C 0.851 -5.345 0.636
37 N 0.709 -3.894 0.514
38 C 1.897 -3.134 0.151
39 C -0.462 -3.301 0.659
40 C -1.717 -4.102 0.835
41 O -0.659 -2.061 0.650
42 H 1.912 -5.572 0.682
43 H 0.423 -5.855 -0.228
44 H 0.391 -5.714 1.549
45 H 2.592 -3.805 -0.347
46 H 2.374 -2.705 1.036
47 H 1.633 -2.377 -0.578
48 H -1.566 -5.107 1.215
49 H -2.179 -4.163 -0.154
50 H -2.372 -3.547 1.500
51 O -0.787 1.787 -0.335
52 P -0.816 2.873 -1.419
53 C -2.487 3.191 -2.128
54 C -2.807 2.617 -3.527
55 C -3.211 1.150 -3.525
56 C -4.390 0.916 -2.599
57 C -4.056 1.405 -1.198
58 C -3.662 2.879 -1.186
59 C -0.368 4.405 -0.543
60 C -1.365 4.707 0.605
61 C -0.673 5.363 1.796
62 C 0.366 4.425 2.419
63 C 1.173 3.664 1.348
64 C 1.079 4.355 -0.011
65 C 0.240 2.606 -2.870
66 C 1.635 1.998 -2.599
67 C 2.880 2.855 -2.869
68 C 2.716 3.798 -4.049
69 C 1.487 4.665 -3.822
70 C 0.224 3.814 -3.842
71 H -2.432 4.284 -2.239
72 H -1.997 2.776 -4.232
73 H -3.650 3.215 -3.897
74 H -2.372 0.537 -3.201
75 H -3.438 0.839 -4.546
76 H -4.647 -0.145 -2.576
77 H -5.274 1.452 -2.968
78 H -3.241 0.802 -0.784
79 H -4.910 1.266 -0.542
80 H -3.471 3.214 -0.169
81 H -4.512 3.467 -1.554
82 H -0.434 5.191 -1.304
83 H -1.832 3.780 0.953
84 H -2.171 5.346 0.234
85 H -1.419 5.641 2.544
86 H -0.203 6.298 1.477
87 H -0.136 3.706 3.072
88 H 1.033 5.003 3.061
89 H 0.798 2.644 1.259
90 H 2.221 3.589 1.645
91 H 1.735 3.876 -0.732
92 H 1.443 5.383 0.083
93 H -0.318 1.788 -3.345
94 H 1.694 1.098 -3.214
95 H 1.668 1.664 -1.565
96 H 3.722 2.178 -3.033
97 H 3.148 3.456 -1.996
98 H 2.592 3.230 -4.977
99 H 3.611 4.412 -4.167
100 H 1.404 5.432 -4.595
101 H 1.586 5.192 -2.864
102 H 0.099 3.418 -4.854
103 H -0.643 4.454 -3.666
104 O -0.727 -2.738 -2.508
105 S -0.120 -1.451 -2.785
106 O -0.514 -0.824 -4.032
107 O -0.688 -0.446 -1.689
108 O 1.337 -1.450 -2.587

Atom charges from the Löwdin analysis, given in e for atoms 1 to 6: atom 1 (Ir): 1.47, atom 2 (C): -0.04, atom 3 (C): -0.28, atom 4 (C): -0.03, atom 5 (C): -0.04, atom 6 (C): -0.28

# 4
Entry from OMol25: a structure of composition C38H55N9O3SY (ωB97M-V/def2-TZVPD).

## Properties
frontier orbital gap: 7.212 eV
relative energy (zero: lowest compared OMol25 entry of this formula, charge and spin): 0.308 eV
total charge: +3
E_LUMO: -0.2586 Eh
E_tot: -71713.275 eV

Positions of all 107 atoms, in Å:
1 Y -0.110 0.284 0.764
2 C -2.706 -1.119 2.444
3 C -3.051 0.296 2.005
4 N -2.517 0.624 0.663
5 C -3.208 -0.030 -0.480
6 C -2.678 -1.419 -0.764
7 N -1.204 -1.503 -0.639
8 C -0.826 -2.793 -0.045
9 C -1.200 -2.850 1.446
10 N -1.301 -1.507 2.101
11 H -3.389 -1.831 1.988
12 H -2.865 -1.194 3.520
13 H -2.618 1.009 2.712
14 H -4.137 0.411 2.041
15 H -2.655 1.620 0.512
16 H -3.042 0.615 -1.338
17 H -4.286 -0.072 -0.299
18 H -2.987 -1.724 -1.766
19 H -3.124 -2.141 -0.080
20 H -0.806 -1.519 -1.606
21 H 0.246 -2.915 -0.177
22 H -1.304 -3.624 -0.570
23 H -0.446 -3.433 1.972
24 H -2.140 -3.380 1.590
25 H -0.783 -1.571 2.975
26 N 1.850 2.610 0.775
27 C 0.723 3.436 1.011
28 C 0.815 4.811 0.848
29 C -0.298 5.582 1.134
30 C -1.459 4.958 1.573
31 C -1.457 3.585 1.682
32 N -0.396 2.817 1.387
33 C 2.344 1.855 1.868
34 C 3.658 1.972 2.297
35 C 4.033 1.287 3.438
36 C 3.089 0.525 4.123
37 C 1.828 0.429 3.592
38 N 1.455 1.062 2.461
39 H 2.597 3.096 0.296
40 H 1.755 5.266 0.558
41 H -0.248 6.661 1.052
42 H -2.343 5.522 1.835
43 H -2.345 3.072 2.031
44 H 4.354 2.612 1.769
45 H 5.046 1.375 3.811
46 H 3.329 0.003 5.039
47 H 1.077 -0.184 4.078
48 N -1.265 4.384 -3.098
49 C -0.119 3.583 -2.552
50 C -0.716 2.501 -1.657
51 O -1.923 2.624 -1.418
52 O 0.080 1.622 -1.221
53 H -1.177 5.386 -2.926
54 H -2.077 4.008 -2.575
55 H -1.406 4.245 -4.099
56 H 0.523 4.230 -1.961
57 H 0.464 3.149 -3.361
58 O 1.730 -1.292 1.144
59 S 2.530 -2.597 1.019
60 C 4.188 -2.012 1.356
61 C 5.223 -3.106 1.372
62 C 6.176 -3.108 2.385
63 C 7.139 -4.107 2.442
64 C 7.147 -5.117 1.490
65 C 6.207 -5.112 0.466
66 C 5.251 -4.107 0.403
67 C 2.249 -3.641 2.457
68 C 2.123 -2.972 3.790
69 C 0.860 -2.717 4.322
70 C 0.719 -2.178 5.595
71 C 1.849 -1.899 6.355
72 C 3.112 -2.171 5.841
73 C 3.248 -2.703 4.566
74 H 4.128 -1.475 2.306
75 H 4.362 -1.289 0.554
76 H 6.184 -2.313 3.124
77 H 7.882 -4.094 3.229
78 H 7.889 -5.902 1.540
79 H 6.224 -5.886 -0.289
80 H 4.541 -4.103 -0.418
81 H 3.112 -4.314 2.393
82 H 1.369 -4.233 2.207
83 H -0.027 -3.012 3.768
84 H -0.267 -2.013 6.010
85 H 1.744 -1.507 7.358
86 H 3.992 -1.995 6.447
87 H 4.233 -2.965 4.193
88 C 1.152 -0.901 -3.171
89 C 1.692 -0.229 -4.462
90 N 0.729 -0.386 -5.546
91 C -0.530 0.246 -5.182
92 C -1.096 -0.412 -3.896
93 N -0.185 -1.477 -3.426
94 C -0.063 -2.493 -4.495
95 C 0.493 -1.818 -5.784
96 H 1.063 -0.185 -2.344
97 H 1.812 -1.709 -2.845
98 H 2.631 -0.684 -4.774
99 H 1.879 0.837 -4.308
100 H -1.224 0.142 -6.016
101 H -0.348 1.317 -5.037
102 H -2.073 -0.862 -4.081
103 H -1.209 0.316 -3.089
104 H -1.046 -2.935 -4.663
105 H 0.597 -3.282 -4.135
106 H -0.208 -1.915 -6.612
107 H 1.433 -2.274 -6.094

Atom charges from the Löwdin analysis, given in e for atoms 1 to 6: atom 1 (Y): 1.67, atom 2 (C): -0.15, atom 3 (C): -0.17, atom 4 (N): -0.15, atom 5 (C): -0.15, atom 6 (C): -0.16